Record 1
This record from the OMol25 dataset describes 4 unconnected molecules or ions with the total composition C7H13Br2Cl7 at a distorted geometry. The level of theory is ωB97M-V/def2-TZVPD.

Its gap between HOMO and LUMO is 10.60 eV. The structure (SMILES) is ClC(Cl)Cl.BrCCBr.ClCCCl.ClCCCl. For the relative energy (zero: lowest compared OMol25 entry of this formula, charge and spin), the calculation gives 0.0 kcal per mole. The value obtained for the LUMO energy is 0.36 eV.

XYZ file:
```
29
C7H13Br2Cl7 ωB97M-V/def2-TZVPD
Br 0.18 0.85 3.15
Br -2.35 2.38 1.18
Cl 2.69 2.73 -3.75
Cl -4.69 -0.43 1.86
Cl 2.67 0.58 -1.07
Cl 1.43 -2.73 -1.22
Cl 3.40 -3.99 0.32
Cl 2.03 -1.77 1.49
Cl -2.95 -1.77 -0.72
C -2.29 -1.30 0.89
C -0.49 2.76 0.98
C -3.26 -1.50 2.06
C 1.86 0.40 -2.68
C 1.92 -3.16 0.39
C 0.54 1.69 1.29
C 1.37 1.71 -3.23
H 0.76 2.31 -2.44
H -3.59 -2.54 2.04
H -0.20 3.67 1.63
H -2.17 -0.26 0.75
H 1.00 -0.30 -2.57
H 1.18 -3.78 0.97
H -1.40 -1.94 1.07
H 2.54 -0.01 -3.39
H -2.71 -1.26 2.97
H 1.53 2.12 1.47
H 0.76 1.56 -4.05
H 0.53 0.85 0.67
H -0.31 3.14 -0.04
```

natural (NBO) population analysis, charges in e, atoms 1 to 4:
1 Br -0.100
2 Br 0.060
3 Cl -0.036
4 Cl -0.061

=====

Record 2
This record from the OMol25 dataset describes a single C19H24N2O5S molecule at a distorted geometry. The level of theory is ωB97M-V/def2-TZVPD.

Its gap between HOMO and LUMO is 9.49 eV. The structure (SMILES) is COc1ccc(S(=O)(=O)NC[C@@H]2CCCN(C(=O)c3occc3C)C2)cc1. For the relative energy (zero: lowest compared OMol25 entry of this formula, charge and spin), the calculation gives 65.5 kcal per mole. The value obtained for the LUMO energy is 0.67 eV.

XYZ file:
```
51
C19H24N2O5S ωB97M-V/def2-TZVPD
S -1.37 0.62 1.35
O 4.32 -0.71 -1.34
O -6.44 -1.34 -0.94
O -1.50 2.00 1.73
O 1.58 -1.58 0.75
O -0.92 -0.33 2.33
N -0.39 0.49 0.00
N 3.24 0.74 -0.01
C 0.34 1.65 -0.45
C -5.08 0.55 -0.23
C -5.31 -0.81 -0.41
C -3.89 0.98 0.31
C -3.14 -1.30 0.51
C 1.24 -2.81 1.16
C 4.02 1.84 -0.55
C 1.35 2.22 0.56
C 2.12 3.40 -0.05
C 2.36 1.17 1.05
C 2.19 -3.71 0.81
C -4.33 -1.73 -0.04
C 2.79 -1.67 0.12
C 3.11 2.93 -1.11
C 4.45 -3.56 -0.43
C -7.49 -0.48 -1.32
C -2.93 0.06 0.68
C 3.21 -2.99 0.13
C 3.49 -0.51 -0.46
H 5.04 -2.79 -0.91
H -7.87 0.10 -0.47
H 2.67 3.90 0.75
H -3.69 2.03 0.47
H -5.83 1.28 -0.51
H 0.78 2.56 1.42
H 3.72 3.77 -1.44
H -7.17 0.20 -2.12
H 4.67 1.43 -1.33
H -4.53 -2.78 -0.18
H -2.38 -1.99 0.82
H 2.98 1.63 1.83
H 1.42 4.12 -0.47
H 4.21 -4.33 -1.17
H 1.84 0.33 1.51
H -0.40 2.42 -0.67
H 0.84 1.36 -1.38
H 2.58 2.55 -1.98
H 2.19 -4.76 1.01
H 0.31 -2.89 1.68
H 5.04 -4.03 0.36
H 4.64 2.25 0.25
H 0.20 -0.33 0.11
H -8.28 -1.13 -1.70
```

natural (NBO) population analysis, charges in e, atoms 1 to 4:
1 S 2.313
2 O -0.638
3 O -0.485
4 O -0.946

=====

Record 3
This record from the OMol25 dataset describes a molecular structure, C3H8CsO3S. The level of theory is ωB97M-V/def2-TZVPD.

Its charge is +1. Its gap between HOMO and LUMO is 10.96 eV. For the relative energy (zero: lowest compared OMol25 entry of this formula, charge and spin), the calculation gives 5.9 kcal per mole. The value obtained for the LUMO energy is -3.63 eV.

XYZ file:
```
16
C3H8CsO3S ωB97M-V/def2-TZVPD
Cs -40.64 18.44 -19.82
S -41.83 20.49 -23.31
O -43.08 20.00 -23.73
O -41.81 22.01 -23.65
O -41.44 20.34 -21.92
C -40.74 22.84 -23.11
C -41.15 23.53 -21.84
C -40.57 19.81 -24.36
H -41.04 22.87 -20.98
H -39.84 22.24 -22.97
H -39.96 19.12 -23.78
H -41.10 19.33 -25.17
H -40.54 23.55 -23.91
H -40.55 24.42 -21.69
H -39.95 20.63 -24.71
H -42.19 23.83 -21.89
```

natural (NBO) population analysis, charges in e, atoms 1 to 4:
1 Cs 0.997
2 S 2.417
3 O -0.899
4 O -0.705

=====

Record 4
This record from the OMol25 dataset describes a molecular structure, C4H6BNO2S at a distorted geometry. The level of theory is ωB97M-V/def2-TZVPD.

Its gap between HOMO and LUMO is 7.75 eV. For the relative energy (zero: lowest compared OMol25 entry of this formula, charge and spin), the calculation gives 57.0 kcal per mole. The value obtained for the LUMO energy is 0.15 eV.

XYZ file:
```
15
C4H6BNO2S ωB97M-V/def2-TZVPD
S 2.24 0.26 -0.21
O -1.31 1.89 -0.73
O 0.42 3.06 0.43
N 1.08 -1.98 -0.09
C 0.01 -1.31 -0.11
C -1.37 -1.76 0.26
C 2.24 -1.47 -0.19
C 0.64 0.54 -0.21
B -0.08 1.94 -0.15
H 3.13 -1.96 -0.17
H -1.78 2.70 -0.63
H -1.58 -2.72 -0.17
H -2.11 -0.99 0.19
H -1.35 -2.11 1.36
H -0.18 3.92 0.41
```

natural (NBO) population analysis, charges in e, atoms 1 to 4:
1 S 0.584
2 O -0.865
3 O -0.889
4 N -0.448

=====

Record 5
This record from the OMol25 dataset describes a single C3H2Cl4S molecule. The level of theory is ωB97M-V/def2-TZVPD.

Its gap between HOMO and LUMO (alpha / beta) is 8.96 / 6.08 eV. For the relative energy (zero: lowest compared OMol25 entry of this formula, charge and spin), the calculation gives 36.8 kcal per mole. The value obtained for the LUMO energy (alpha / beta) is -1.00 / -2.41 eV.

XYZ file:
```
10
C3H2Cl4S ωB97M-V/def2-TZVPD
Cl 1.34 -0.57 -1.96
Cl -1.95 0.81 0.39
Cl 0.63 2.09 -0.09
Cl -1.51 -0.33 -2.37
S -0.23 -1.96 1.37
C 0.42 -0.30 1.12
C -0.17 -0.12 -1.37
C -0.26 0.47 -0.03
H 1.49 -0.36 0.91
H 0.25 0.27 2.04
```

natural (NBO) population analysis, charges in e, atoms 1 to 4:
1 Cl 0.095
2 Cl 0.033
3 Cl -0.062
4 Cl 0.123

=====

Record 6
This record from the OMol25 dataset describes a single C15H22N2O molecule at a distorted geometry. The level of theory is ωB97M-V/def2-TZVPD.

Its gap between HOMO and LUMO is 8.82 eV. The structure (SMILES) is CCc1c(C)[nH]c2c1C(=O)[C@@H]1CN(C)CC[C@H]1C2. For the relative energy (zero: lowest compared OMol25 entry of this formula, charge and spin), the calculation gives 18.2 kcal per mole. The value obtained for the LUMO energy is 0.74 eV.

XYZ file:
```
40
C15H22N2O ωB97M-V/def2-TZVPD
O 2.29 1.66 -0.01
N -0.96 3.67 1.96
N 0.16 -2.41 -0.03
C 1.72 -3.88 -1.36
C 3.36 -0.37 -2.53
C 0.01 1.73 0.73
C 1.14 -0.40 -0.01
C -1.37 2.83 3.11
C 1.36 -2.57 -0.71
C -1.10 -0.52 1.19
C -1.81 1.47 2.58
C 1.28 1.04 0.23
C -0.80 5.10 2.29
C 0.03 -1.09 0.38
C 2.01 -1.38 -0.68
C -0.64 0.81 1.81
C 0.26 3.13 1.29
C 3.40 -1.18 -1.26
H 0.14 0.56 2.53
H -0.56 2.75 3.84
H 4.04 -0.65 -0.51
H -2.63 1.64 1.92
H 1.05 3.07 2.01
H -0.66 1.81 -0.09
H 0.57 3.81 0.50
H 3.87 -2.16 -1.43
H -1.70 5.53 2.75
H -1.28 -1.21 2.01
H 0.03 5.29 3.01
H 2.90 -0.89 -3.40
H 2.34 -3.70 -2.27
H 0.78 -4.39 -1.65
H -0.59 -3.11 -0.06
H -0.59 5.71 1.39
H 2.27 -4.57 -0.73
H 2.81 0.55 -2.39
H -2.20 3.27 3.71
H -2.15 0.80 3.35
H -2.01 -0.45 0.55
H 4.40 -0.10 -2.83
```

natural (NBO) population analysis, charges in e, atoms 1 to 4:
1 O -0.565
2 N -0.445
3 N -0.524
4 C -0.645

=====

Record 7
This record from the OMol25 dataset describes a molecular structure, C3H5NO3S at a distorted geometry. The level of theory is ωB97M-V/def2-TZVPD.

Its gap between HOMO and LUMO is 10.00 eV. For the relative energy (zero: lowest compared OMol25 entry of this formula, charge and spin), the calculation gives 97.9 kcal per mole. The value obtained for the LUMO energy is -0.65 eV.

XYZ file:
```
13
C3H5NO3S ωB97M-V/def2-TZVPD
S -1.47 -0.50 0.09
O -2.66 -0.57 0.85
O -1.21 -1.61 -0.80
O 0.50 2.43 0.01
N -1.30 1.08 -0.75
C -0.08 0.22 0.85
C 1.72 -0.79 0.01
C -0.20 1.47 -0.04
H 2.44 -1.03 0.78
H 2.30 -0.22 -0.60
H 0.06 0.01 1.85
H -1.47 1.17 -1.72
H 1.36 -1.67 -0.52
```

natural (NBO) population analysis, charges in e, atoms 1 to 4:
1 S 2.236
2 O -0.880
3 O -0.907
4 O -0.538

=====

Record 8
This record from the OMol25 dataset describes a single C4H12Si molecule. The level of theory is ωB97M-V/def2-TZVPD.

Its gap between HOMO and LUMO is 11.34 eV. The structure (SMILES) is CC[C@H](C)[SiH3]. For the relative energy (zero: lowest compared OMol25 entry of this formula, charge and spin), the calculation gives 1.4 kcal per mole. The value obtained for the LUMO energy is 1.11 eV.

XYZ file:
```
17
C4H12Si ωB97M-V/def2-TZVPD
Si 0.66 -0.97 -1.46
C -1.17 -0.94 1.55
C -0.97 0.22 0.52
C 0.97 1.68 -0.42
C 0.49 0.27 -0.01
H -1.69 0.04 -0.29
H -1.24 1.16 1.01
H -0.68 -1.39 -1.90
H 1.32 -0.26 -2.59
H 1.42 -2.17 -1.08
H 0.56 2.02 -1.37
H 2.07 1.69 -0.49
H 1.14 -0.09 0.80
H -1.08 -0.52 2.55
H -0.40 -1.72 1.41
H 0.72 2.39 0.38
H -2.13 -1.43 1.41
```

natural (NBO) population analysis, charges in e, atoms 1 to 4:
1 Si 0.875
2 C -0.611
3 C -0.397
4 C -0.602

=====

Record 9
This record from the OMol25 dataset describes 8 unconnected molecules or ions with the total composition C15H40F12N6O8P2 at a distorted geometry. The level of theory is ωB97M-V/def2-TZVPD.

Its charge is +2. Its gap between HOMO and LUMO is 3.29 eV. For the relative energy (zero: lowest compared OMol25 entry of this formula, charge and spin), the calculation gives 68.3 kcal per mole. The value obtained for the LUMO energy is -7.61 eV.

XYZ file:
```
83
C15H40F12N6O8P2 ωB97M-V/def2-TZVPD
P 0.65 1.06 5.09
P -0.24 0.85 -0.48
F 1.96 2.03 5.30
F 1.73 -0.25 5.09
F -0.49 -0.79 -0.26
F 1.00 1.11 3.57
F -0.67 0.14 4.66
F -0.51 0.86 -2.07
F -1.81 1.05 -0.22
F 0.05 0.93 1.08
F 0.02 2.49 -0.59
F -0.37 2.35 5.19
F 0.28 0.91 6.67
F 1.41 0.61 -0.64
O 1.42 7.34 0.26
O 1.17 6.28 -1.61
O 0.58 -4.59 3.76
O 2.81 4.15 -4.73
O -4.14 2.21 3.78
O 0.59 5.33 0.19
O 3.02 -2.00 -3.17
O -1.89 -2.05 -2.89
N -3.58 -1.17 -1.49
N 3.53 -3.42 -1.30
N 1.66 3.72 -2.76
N 0.82 -3.16 1.86
N 1.01 6.36 -0.41
N -2.13 1.91 2.56
C 0.45 -1.76 2.37
C -3.54 -1.90 -0.13
C 1.34 2.24 -4.95
C -4.12 -2.83 -3.42
C -4.54 1.69 1.51
C 1.98 3.45 -4.22
C -3.07 -2.04 -2.67
C -3.64 1.92 2.72
C 4.62 -4.28 -1.81
C 2.76 3.11 -1.81
C -1.54 3.31 2.28
C 4.02 -0.88 -1.26
C 3.51 -2.08 -2.01
C -0.84 -5.22 1.94
C 0.18 -4.30 2.68
H 0.48 -1.66 3.46
H -4.26 1.45 0.49
H 2.13 1.51 -5.14
H -5.20 -2.72 -3.28
H 2.59 -3.76 -1.42
H -4.55 -1.05 -1.73
H 2.86 2.06 -2.07
H 1.61 4.71 -2.59
H 1.82 -3.21 1.92
H 0.80 -3.30 0.86
H -2.53 -2.11 0.22
H -1.68 -4.52 1.85
H -1.81 1.51 3.43
H -3.86 -2.88 -4.48
H 4.97 -4.05 -2.82
H 4.20 -5.29 -1.83
H 5.42 -4.20 -1.08
H 0.78 2.66 -5.79
H 2.45 3.32 -0.79
H -5.03 0.76 1.80
H -1.92 4.01 3.02
H -3.30 -0.21 -1.54
H -0.43 -5.49 0.97
H -1.03 -6.11 2.54
H 3.46 -3.46 -0.29
H 0.74 3.57 -2.37
H 3.68 3.64 -2.07
H 4.22 0.03 -1.82
H -0.62 -1.58 2.29
H -4.11 -2.82 -0.28
H -3.97 -3.86 -3.11
H 1.09 -1.02 1.89
H -1.70 1.30 1.88
H 0.58 1.76 -4.34
H -0.48 3.41 2.50
H 4.93 -1.21 -0.76
H -1.80 3.59 1.26
H -3.92 -1.27 0.67
H 3.26 -0.68 -0.50
H -5.31 2.46 1.38
```

Mulliken population analysis, charges in e, atoms 1 to 4:
1 P 1.241
2 P 1.422
3 F -0.367
4 F -0.384

=====

Record 10
This record from the OMol25 dataset describes a single C9H14O2 molecule at a distorted geometry. The level of theory is ωB97M-V/def2-TZVPD.

Its gap between HOMO and LUMO is 10.40 eV. The structure (SMILES) is CC(=O)[C@@]1(O)C[C@]2(C)CC[C@@H]21. For the relative energy (zero: lowest compared OMol25 entry of this formula, charge and spin), the calculation gives 47.9 kcal per mole. The value obtained for the LUMO energy is 0.79 eV.

XYZ file:
```
25
C9H14O2 ωB97M-V/def2-TZVPD
O -1.14 2.01 0.58
O 0.68 3.25 -0.69
C 0.93 2.07 -0.60
C 0.51 -2.18 -0.55
C -0.39 -1.08 -0.02
C 0.06 -0.11 1.09
C -1.59 -1.50 0.85
C -0.16 1.14 0.09
C -0.70 0.10 -0.95
C 2.17 1.43 -1.14
C -1.21 -0.43 1.89
H -0.04 -2.80 -1.25
H -0.17 0.09 -1.90
H -1.51 -2.52 1.22
H -1.89 0.41 1.94
H -2.57 -1.37 0.38
H -1.76 0.25 -1.13
H -0.90 2.91 0.30
H 2.98 1.61 -0.44
H -1.02 -0.82 2.89
H 2.44 1.91 -2.08
H 1.37 -1.77 -1.06
H 2.05 0.36 -1.28
H 0.86 -2.80 0.27
H 1.02 -0.17 1.59
```

natural (NBO) population analysis, charges in e, atoms 1 to 4:
1 O -0.734
2 O -0.555
3 C 0.604
4 C -0.599

=====

Record 11
This record from the OMol25 dataset describes a molecular structure, C25H24BrN4O3PtSSi at a distorted geometry. The level of theory is ωB97M-V/def2-TZVPD.

Its charge is -1. Its gap between HOMO and LUMO (alpha / beta) is 5.25 / 5.22 eV. For the relative energy (zero: lowest compared OMol25 entry of this formula, charge and spin), the calculation gives 39.5 kcal per mole. The value obtained for the LUMO energy (alpha / beta) is 1.45 / 1.45 eV.

XYZ file:
```
60
C25H24BrN4O3PtSSi ωB97M-V/def2-TZVPD
Pt -1.68 -0.17 -2.18
Br 2.60 0.84 5.28
S 0.89 0.69 -1.39
Si 3.91 -1.03 -1.33
O -1.10 -0.40 -5.00
O -1.53 1.67 -4.27
O -3.13 1.21 -1.85
N -2.16 -0.62 -0.14
N -0.15 -1.49 -2.34
N -3.92 2.09 3.52
N -3.37 1.58 4.56
C -0.18 -2.76 -2.75
C -4.22 2.68 1.26
C -3.06 0.58 1.76
C -1.51 0.76 5.79
C -4.03 2.50 -0.08
C -3.31 1.40 -0.59
C -1.08 2.01 3.77
C 2.13 -3.01 -2.27
C 4.14 0.74 -0.73
C 0.28 1.83 3.94
C -2.67 -0.49 2.57
C -2.03 -1.58 2.03
C 0.73 1.11 5.04
C -3.72 1.78 2.23
C -1.28 2.15 -5.58
C -2.82 0.44 0.37
C -1.77 -1.59 0.66
C 2.22 -1.69 -1.86
C -1.40 0.33 -4.08
C 4.51 -2.18 0.06
C 0.93 -3.57 -2.72
C -2.01 1.46 4.68
C 5.03 -1.26 -2.85
C -0.15 0.59 5.97
C 1.01 -0.93 -1.89
H 5.53 -1.91 0.37
H 0.98 2.23 3.22
H -1.14 -3.13 -3.11
H -1.45 2.59 2.93
H 4.52 -3.22 -0.25
H 5.05 -2.30 -3.18
H -1.72 -2.41 2.64
H -0.23 2.00 -5.85
H -1.52 3.21 -5.57
H 4.67 -0.65 -3.68
H 3.02 -3.63 -2.26
H 6.06 -0.96 -2.63
H 3.83 1.46 -1.49
H -2.90 -0.48 3.63
H 5.19 0.92 -0.48
H 3.87 -2.10 0.94
H -1.25 -2.42 0.20
H 3.54 0.94 0.16
H -1.90 1.63 -6.31
H 0.23 0.04 6.83
H 0.87 -4.60 -3.04
H -2.22 0.33 6.49
H -4.40 3.22 -0.80
H -4.74 3.56 1.62
```

natural (NBO) population analysis, charges in e, atoms 1 to 4:
1 Pt 0.712
2 Br 0.023
3 S -0.381
4 Si 1.645

=====

Record 12
This record from the OMol25 dataset describes a molecular structure, C28H47Cl2IrN2PS at a distorted geometry. The level of theory is ωB97M-V/def2-TZVPD.

Its gap between HOMO and LUMO (alpha / beta) is 5.53 / 4.95 eV. Its expectation value of S² is 8.80. As for the multiplicity: 6. The value obtained for the LUMO energy (alpha / beta) is 0.23 / -2.43 eV.

XYZ file:
```
82
C28H47Cl2IrN2PS ωB97M-V/def2-TZVPD
Ir 2.92 -0.33 1.29
Cl 2.08 -1.89 -0.35
Cl 0.93 0.46 2.19
S 3.32 -1.99 2.82
P -1.85 -0.54 -0.23
N 5.65 -0.70 2.59
N 5.19 -1.97 0.66
C -2.08 -1.96 2.15
C -3.07 -1.29 -2.71
C -2.84 -1.40 -4.22
C 2.68 4.44 -1.46
C -2.65 0.92 0.55
C 4.65 -1.29 1.77
C 2.88 3.06 0.99
C 2.97 0.91 -0.23
C 6.29 -2.90 0.88
C -1.54 -4.48 2.34
C -1.38 -3.23 0.08
C -4.59 2.37 1.18
C 2.79 4.45 0.98
C 6.65 0.16 1.99
C -2.37 -0.10 -4.89
C -4.14 1.16 0.32
C 2.87 2.34 -0.22
C -2.31 -3.28 2.91
C -1.78 2.18 0.29
C -1.82 -0.66 -2.05
C -2.27 -2.09 0.62
C -3.73 3.63 1.01
C -1.61 -4.57 0.80
C 2.68 5.14 -0.24
C 2.76 3.06 -1.47
C -2.22 3.37 1.14
C -1.37 0.67 -2.71
C -1.14 0.50 -4.21
H -3.24 -2.29 -2.28
H -1.58 -3.38 -1.00
H 4.47 -2.31 0.01
H -0.91 1.49 -4.64
H -2.54 0.67 1.63
H 2.74 2.49 -2.40
H 2.92 2.49 1.93
H -4.04 4.39 1.74
H 7.11 -2.69 0.18
H -2.77 -1.21 2.56
H 6.64 0.07 0.89
H 7.65 -0.11 2.37
H -3.96 -0.69 -2.48
H 6.46 1.21 2.26
H 6.66 -2.82 1.90
H -3.39 -3.51 2.88
H -0.26 -0.14 -4.37
H -1.05 -1.60 2.34
H -2.16 -0.27 -5.96
H 2.61 4.99 -2.41
H -3.76 -1.75 -4.72
H -0.49 -4.45 2.67
H 2.60 6.23 -0.24
H -0.33 -2.92 0.17
H 3.07 0.43 -1.23
H -1.96 3.19 2.19
H -4.54 2.07 2.23
H -1.97 -5.40 2.75
H 5.26 -0.34 3.46
H -4.72 0.28 0.61
H -4.34 1.34 -0.75
H -2.05 -3.13 3.97
H -0.73 1.94 0.50
H -3.18 0.64 -4.84
H -0.99 -1.38 -2.22
H -3.33 -2.24 0.36
H -2.61 -4.94 0.52
H -0.88 -5.30 0.42
H -5.63 2.62 0.96
H -1.66 4.26 0.81
H 5.97 -3.93 0.68
H -1.85 2.47 -0.77
H 2.79 5.01 1.91
H -0.45 1.01 -2.22
H -2.14 1.44 -2.55
H -2.07 -2.17 -4.39
H -3.91 4.06 0.01
```

Mulliken population analysis, charges in e, atoms 1 to 4:
1 Ir 0.989
2 Cl -0.703
3 Cl -0.529
4 S -0.397